C2H4N3O3 | ωB97M-V/def2-TZVPD

The geometry in XYZ format:
```
12
Properties=species:S:1:pos:R:3:lowdin_charge:R:1
C 1.48604 -0.60888 -0.18059 -0.14
C -0.41120 0.64661 -0.76424 -0.09
N 0.91659 0.58447 -0.32490 0.08
N -1.23841 0.23568 0.12172 0.15
N 3.94508 0.18092 0.04548 -0.25
O 4.93451 -0.45094 0.11420 0.28
O 2.71093 -0.90120 -0.18916 0.11
O 3.61545 1.27472 0.16076 0.25
H 1.01404 -1.62128 -0.17025 0.20
H 1.42334 1.49869 -0.32773 0.18
H -1.05902 -0.06060 1.06298 0.13
H -2.20005 0.19026 -0.20778 0.13
```

Properties
relative energy (zero: lowest compared OMol25 entry of this formula, charge and spin)	71.2	kJ/mol
charge	+1
Kohn-Sham gap	8.497	eV